(1)
Molecular formula: C5H9NO
Method: DFT, ωB97M-V with the def2-TZVPD basis set

Output
HOMO level, eV: -9.24
Kohn-Sham gap, Ha: 0.37939
Charge: 0
SMILES: C1=COCCNC1
Energy, Ha: -325.78408
Largest force on an atom, eV Å⁻¹: 6.40
Spin multiplicity: 1
Relative energy (zero: lowest compared OMol25 entry of this formula, charge and spin), kJ/mol: 403.0

Atoms and positions in Å:
C 0.899 1.086 -0.714
C 0.876 0.808 0.809
C -1.198 -0.379 1.407
C -1.167 -1.130 0.332
C -0.572 -0.742 -0.996
H 1.867 1.515 -1.024
H 0.131 1.775 -1.000
H 1.298 1.717 1.281
H 1.251 -0.135 1.129
H -1.521 -0.619 2.415
H -1.626 -2.121 0.392
H -0.500 -1.620 -1.793
H -1.127 0.080 -1.571
H 1.222 -0.869 -0.550
N 0.707 -0.194 -1.360
O -0.540 0.825 1.243

=====

(2)
Molecular formula: C36H38BaCl2N7O4P2
Method: DFT, ωB97M-V with the def2-TZVPD basis set

Output
HOMO level, eV: -4.08
Kohn-Sham gap, Ha: 0.18684
Charge: -1
Energy, Ha: -3707.56434
Largest force on an atom, eV Å⁻¹: 1.32
Spin multiplicity: 1
Relative energy (zero: lowest compared OMol25 entry of this formula, charge and spin), kJ/mol: 334.7

Atoms and positions in Å:
Ba 1.897 -0.737 -0.906
Cl 9.124 -0.584 -2.845
C 7.621 -1.169 -2.179
C 6.533 -0.310 -2.142
C 5.303 -0.718 -1.623
N 4.149 0.065 -1.639
C 4.049 1.230 -2.297
O 4.925 1.931 -2.813
C 2.543 1.702 -2.405
C 2.471 2.897 -3.378
C 2.506 4.256 -2.752
C 2.288 4.411 -1.454
C 2.032 3.231 -0.613
N 2.162 2.029 -0.984
C 5.189 -2.043 -1.093
C 6.294 -2.886 -1.168
C 7.501 -2.457 -1.702
Cl 8.839 -3.576 -1.747
N 3.923 -2.443 -0.626
C 3.753 -3.543 0.097
O 4.546 -4.406 0.501
C 2.290 -3.813 0.450
C 1.717 -5.003 0.001
C 0.410 -5.289 0.345
C -0.284 -4.389 1.152
C 0.367 -3.236 1.553
N 1.621 -2.933 1.204
H 6.625 0.689 -2.537
H 3.270 2.794 -4.110
H 2.654 5.109 -3.405
H 2.275 5.387 -0.986
H 1.720 3.415 0.417
H 6.214 -3.889 -0.782
H 2.314 -5.675 -0.599
H -0.066 -6.198 -0.002
H -1.305 -4.573 1.456
H -0.139 -2.508 2.174
C -0.707 2.436 2.294
P -0.639 0.603 2.303
C -1.970 -0.086 1.191
N -2.472 -1.196 1.680
C -3.199 -2.012 0.879
C -3.783 -3.188 1.407
C -4.447 -4.044 0.577
C -4.555 -3.769 -0.808
C -4.014 -2.631 -1.333
C -3.339 -1.723 -0.485
N -2.865 -0.553 -0.985
C -2.242 0.279 -0.191
P -1.776 1.927 -0.912
C -1.594 1.484 -2.670
C -3.464 2.759 -0.853
C -3.706 3.223 0.585
C -3.348 3.982 -1.768
C -4.644 1.901 -1.301
C -1.267 0.236 4.041
C -0.401 1.080 4.998
C -1.015 -1.225 4.427
C -2.734 0.609 4.239
H 0.113 2.779 2.922
H -1.644 2.845 2.671
H -0.537 2.799 1.286
H -3.677 -3.384 2.467
H -4.891 -4.947 0.975
H -5.076 -4.468 -1.449
H -4.092 -2.387 -2.385
H -1.403 2.399 -3.230
H -2.451 0.948 -3.077
H -0.679 0.899 -2.789
H -2.946 3.936 0.908
H -3.707 2.376 1.280
H -4.683 3.710 0.657
H -2.451 4.567 -1.546
H -4.219 4.629 -1.628
H -3.311 3.692 -2.819
H -4.861 1.106 -0.586
H -4.476 1.437 -2.274
H -5.534 2.535 -1.376
H 0.665 0.929 4.810
H -0.607 0.760 6.023
H -0.621 2.144 4.938
H 0.045 -1.467 4.337
H -1.591 -1.913 3.811
H -1.304 -1.365 5.472
H -2.898 1.664 4.006
H -3.020 0.456 5.285
H -3.391 0.001 3.622
O 1.245 2.895 -5.280
N 1.146 2.856 -4.089
O 1.706 0.703 -2.815

=====

(3)
Molecular formula: C6H12
Method: DFT, ωB97M-V with the def2-TZVPD basis set

Output
HOMO level, eV: -9.62
Kohn-Sham gap, Ha: 0.39622
Charge: 0
SMILES: C=CC.C=CC
Energy, Ha: -235.74261
Largest force on an atom, eV Å⁻¹: 1.09
Spin multiplicity: 1
Relative energy (zero: lowest compared OMol25 entry of this formula, charge and spin), kJ/mol: 198.5

Atoms and positions in Å:
C 1.415 0.652 2.062
C 1.372 2.157 2.059
C 0.443 2.888 2.647
H 2.204 0.266 1.423
H 1.492 0.269 3.071
H 0.481 0.299 1.614
H 2.211 2.695 1.629
H 0.552 3.966 2.578
H -0.488 2.506 3.050
C -1.201 -2.399 -3.181
C -1.368 -1.786 -1.806
C -0.648 -0.807 -1.282
H -0.468 -1.847 -3.763
H -0.917 -3.442 -3.063
H -2.167 -2.314 -3.677
H -2.097 -2.320 -1.207
H -0.957 -0.456 -0.310
H 0.139 -0.328 -1.843

=====

(4)
Molecular formula: C31H42Cl2NO2P3Tc
Method: DFT, ωB97M-V with the def2-TZVPD basis set

Output
HOMO level (alpha / beta), eV: -12.55 / -12.97
Kohn-Sham gap (alpha / beta), Ha: 0.26924 / 0.16038
Charge: +2
Energy, Ha: -3436.28698
⟨S²⟩: 3.794
Largest force on an atom, eV Å⁻¹: 8.65
Spin multiplicity: 4
Relative energy (zero: lowest compared OMol25 entry of this formula, charge and spin), kJ/mol: 244.9

Atoms and positions in Å:
P 1.890 -1.468 -2.917
C 0.627 -0.769 -3.938
C 1.418 -0.063 -4.860
H 2.405 0.280 -4.536
C 1.073 -0.016 -6.208
H 1.814 0.348 -6.925
C -0.193 -0.459 -6.601
H -0.448 -0.433 -7.660
C -1.105 -0.926 -5.641
H -2.108 -1.209 -5.990
C -0.725 -1.057 -4.285
H -1.486 -1.369 -3.549
C 2.500 -0.227 -1.769
C 2.301 1.173 -1.768
H 1.399 1.643 -2.187
C 3.294 2.006 -1.229
H 3.210 3.096 -1.276
C 4.448 1.477 -0.643
H 5.265 2.119 -0.303
C 4.552 0.095 -0.504
H 5.441 -0.358 -0.061
C 3.531 -0.732 -0.967
H 3.606 -1.810 -0.820
C 1.126 -2.906 -1.991
C 1.791 -3.826 -2.779
H 2.324 -3.438 -3.678
C 1.924 -5.167 -2.453
H 2.523 -5.783 -3.119
C 1.281 -5.639 -1.309
H 1.390 -6.695 -1.065
C 0.523 -4.760 -0.526
H 0.015 -5.188 0.347
C 0.419 -3.376 -0.846
H -0.264 -2.780 -0.212
Tc -2.619 1.027 1.336
C -1.084 1.133 2.856
C 0.209 0.778 2.665
H -1.457 1.493 3.827
C 0.541 0.200 1.286
O 0.955 -1.130 1.456
H 1.187 -1.598 0.641
C -0.733 0.377 0.605
H 1.326 0.703 0.741
C -1.826 0.352 -0.110
Cl -4.117 1.884 2.941
Cl -4.540 1.080 -0.441
P -2.058 3.046 0.379
C -3.550 4.079 0.303
H -3.873 4.253 1.336
H -4.317 3.487 -0.215
H -3.308 4.996 -0.246
C -0.887 4.026 1.377
H 0.103 3.549 1.368
H -1.264 4.049 2.408
H -0.819 5.044 0.966
C -1.349 3.248 -1.301
H -1.832 2.543 -1.990
H -0.265 3.060 -1.296
H -1.537 4.278 -1.640
P 1.432 0.818 3.981
C 0.713 1.837 5.252
C 2.901 1.530 3.278
H -0.213 1.374 5.626
H 0.508 2.850 4.869
H 1.480 1.865 6.037
H 3.325 0.896 2.491
H 3.604 1.605 4.113
H 2.707 2.533 2.879
C 1.695 -0.859 4.499
H 0.760 -1.280 4.884
H 2.443 -0.793 5.295
H 2.051 -1.463 3.657
H -1.892 -0.036 -1.070
C -4.095 -3.026 2.333
C -4.102 -1.625 1.793
N -5.260 -1.077 1.466
O -3.002 -1.007 1.716
H -4.714 -3.058 3.236
H -3.071 -3.330 2.560
H -4.526 -3.704 1.591
H -5.271 -0.217 0.877
H -6.118 -1.571 1.655